No. 1
This record from the OMol25 dataset describes a molecular structure, C9H21AgF2N3O3 at a distorted geometry. The level of theory is wB97M-V/def2-TZVPD.

The geometry in ORCA input format:
```
! wB97M-V def2-TZVPD RIJCOSX def2/J DEFGRID3
* xyz -1 1
Ag 0.136 0.556 1.601
F -0.563 2.630 2.690
F -1.009 -0.606 3.220
C 1.096 -2.773 1.647
O 1.672 -1.844 1.117
N 1.636 -3.982 1.912
C 0.846 -5.194 2.062
C 3.053 -4.213 1.695
H 0.014 -2.692 1.829
H 1.082 -5.629 3.042
H 1.175 -5.997 1.400
H -0.204 -4.922 2.042
H 3.656 -4.415 2.582
H 3.128 -5.060 1.005
H 3.493 -3.353 1.193
C -2.327 0.451 -0.306
O -1.149 0.186 -0.477
N -3.038 1.310 -1.059
C -4.453 1.511 -0.817
C -2.460 1.865 -2.266
H -2.860 -0.134 0.451
H -5.078 1.185 -1.652
H -4.614 2.568 -0.606
H -4.733 0.893 0.034
H -2.662 2.939 -2.251
H -1.377 1.810 -2.230
H -2.824 1.354 -3.156
C 1.915 2.567 0.250
O 2.295 1.581 0.842
N 1.683 2.660 -1.082
C 1.039 3.841 -1.624
C 1.738 1.509 -1.942
H 1.577 3.474 0.779
H 1.384 4.733 -1.106
H -0.048 3.744 -1.635
H 1.363 3.953 -2.664
H 2.706 1.453 -2.466
H 1.744 0.591 -1.349
H 0.969 1.450 -2.707
*
```

Properties
Relative energy (zero: lowest compared OMol25 entry of this formula, charge and spin), kcal per mole: 1.68
Molecular weight, g/mol: 365.1
Highest occupied orbital energy, eV: -3.57

No. 2
This record from the OMol25 dataset describes a molecular structure, C9H21ClFO2P2Y at a distorted geometry. The level of theory is wB97M-V/def2-TZVPD.

The geometry in ORCA input format:
```
! wB97M-V def2-TZVPD RIJCOSX def2/J DEFGRID3
* xyz 2 1
C -0.741 1.222 -3.710
C -0.836 0.805 -2.245
H -1.620 1.791 -4.140
H -0.523 0.313 -4.306
H 0.235 1.775 -3.771
O -1.888 0.576 -1.618
Cl 0.829 0.520 -1.546
Y 1.572 -0.649 1.791
P 0.016 -2.433 -0.019
C -1.549 -3.340 0.353
C -0.203 -2.700 -1.855
H -0.177 -3.768 -2.171
H 0.858 -4.678 -0.436
H 0.578 -2.144 -2.376
H 2.164 -3.522 -0.040
H -2.411 -2.791 -0.036
H -1.153 -2.268 -2.200
C 1.153 -3.853 0.236
H -1.694 -4.378 0.002
H 1.133 -4.179 1.281
H -1.744 -3.386 1.420
P 0.393 2.045 1.253
C -0.811 2.918 2.314
C 1.943 2.642 2.072
H 1.047 2.975 -0.884
H 0.537 4.294 0.244
H -0.663 3.238 -0.566
C 0.332 3.271 -0.113
H 2.834 2.203 1.579
H 1.934 3.733 1.886
H -0.627 3.992 2.455
H -0.892 2.471 3.305
H 1.939 2.448 3.159
H -1.787 2.821 1.835
C -1.051 -0.404 1.937
O -2.212 -0.364 1.965
F 3.087 -1.196 2.942
*
```

Properties
Relative energy (zero: lowest compared OMol25 entry of this formula, charge and spin), kcal per mole: 44.07
Molecular weight, g/mol: 366.6
Highest occupied orbital energy, eV: -16.66

No. 3
This record from the OMol25 dataset describes a molecular structure, C9H21CsN3O3 at a distorted geometry. The level of theory is wB97M-V/def2-TZVPD.

The geometry in ORCA input format:
```
! wB97M-V def2-TZVPD RIJCOSX def2/J DEFGRID3
* xyz 1 1
Cs -0.584 -1.077 -0.782
C -4.534 -2.845 -0.448
C -4.196 -1.722 0.544
O -3.156 -1.040 0.485
N -5.137 -1.495 1.455
C -5.162 -0.409 2.435
H -3.744 -2.902 -1.196
H -5.464 -2.688 -0.993
H -4.438 -3.718 0.199
H -5.901 -2.155 1.478
H -6.069 -0.485 3.034
H -5.184 0.547 1.912
H -4.262 -0.503 3.043
C 3.676 -1.032 -3.208
C 2.646 -0.476 -2.232
O 2.341 -1.068 -1.223
N 2.156 0.772 -2.444
C 2.382 1.562 -3.678
H 3.184 -1.099 -4.178
H 3.947 -2.053 -2.939
H 4.598 -0.454 -3.280
H 1.538 1.138 -1.734
H 3.423 1.883 -3.628
H 1.881 2.529 -3.646
H 2.163 1.075 -4.628
C 1.978 3.381 2.142
C 2.191 1.961 2.682
O 2.479 1.739 3.857
N 1.925 0.970 1.804
C 2.081 -0.419 1.993
H 2.302 4.189 2.798
H 0.911 3.472 1.939
H 2.522 3.368 1.198
H 1.401 1.350 1.029
H 3.078 -0.839 1.861
H 1.347 -0.905 1.351
H 1.680 -0.551 2.998
*
```

Properties
Relative energy (zero: lowest compared OMol25 entry of this formula, charge and spin), kcal per mole: 37.72
Molecular weight, g/mol: 352.2
Highest occupied orbital energy, eV: -11.71

No. 4
This record from the OMol25 dataset describes 2 unconnected molecules or ions with the total composition C9H21N2O3S at a distorted geometry. The level of theory is wB97M-V/def2-TZVPD.

The geometry in ORCA input format:
```
! wB97M-V def2-TZVPD RIJCOSX def2/J DEFGRID3
* xyz 1 1
C 0.333 0.566 -0.046
C 0.391 -0.597 -3.068
C 2.378 -1.701 -2.186
C 1.088 3.856 1.437
C -1.121 2.928 1.314
C 0.635 1.601 2.515
C 0.086 -2.410 -1.276
C 0.976 -1.287 -1.784
C 0.343 2.513 1.377
N 1.219 -0.184 -0.807
N -0.755 -2.298 -0.351
O -0.801 0.213 0.167
O 0.767 1.776 0.096
O -2.680 -3.865 1.066
S -4.073 -3.538 1.509
H 0.764 0.360 -3.263
H 0.626 -1.305 -3.962
H -0.726 -0.548 -3.030
H 2.979 -1.992 -1.400
H 2.512 -2.533 -2.936
H 2.917 -0.940 -2.774
H 0.763 4.521 0.683
H 0.856 4.224 2.469
H 2.175 3.545 1.289
H -1.766 2.033 1.360
H -1.372 3.510 0.478
H -1.246 3.630 2.089
H 0.233 0.533 2.417
H 1.761 1.515 2.716
H 0.267 1.959 3.490
H 0.103 -3.321 -1.901
H 1.857 0.427 -1.202
H -0.968 -1.388 0.128
H -4.092 -4.277 2.587
H -1.509 -2.948 -0.046
H -4.919 -4.577 0.843
*
```

Properties
Relative energy (zero: lowest compared OMol25 entry of this formula, charge and spin), kcal per mole: 15.88
Molecular weight, g/mol: 237.3
Highest occupied orbital energy, eV: -13.30

No. 5
This record from the OMol25 dataset describes a gas-phase ion, C9H21N3OP (charge +1) at a distorted geometry. The level of theory is wB97M-V/def2-TZVPD.

The geometry in ORCA input format:
```
! wB97M-V def2-TZVPD RIJCOSX def2/J DEFGRID3
* xyz 1 1
H 3.720 -1.802 2.121
N 3.087 -1.299 1.502
C 2.001 -1.871 1.256
C 1.003 -1.238 0.288
N -0.377 -1.351 0.737
C -1.253 -1.708 -0.470
C -2.696 -1.301 -0.268
C -1.233 -3.231 -0.685
C 1.317 0.246 0.044
N 0.376 1.137 0.116
C 0.420 2.601 -0.026
C -0.615 2.908 -1.139
C 0.205 3.352 1.297
O 2.473 0.530 -0.417
P 3.773 -0.456 -1.024
H 1.463 -2.699 1.797
H 1.309 -1.840 -0.597
H -0.669 -1.972 1.468
H -0.989 -1.055 -1.403
H -3.329 -1.876 0.421
H -2.713 -0.366 0.190
H -3.299 -1.371 -1.186
H -1.673 -3.785 0.218
H -0.288 -3.513 -0.724
H -1.813 -3.312 -1.660
H -0.523 0.857 0.386
H 1.519 2.679 -0.254
H -1.633 2.613 -0.706
H -0.825 4.000 -1.175
H -0.252 2.366 -1.965
H -0.799 3.405 1.599
H 0.625 4.302 1.178
H 0.582 2.729 2.009
H 4.292 0.864 -1.692
H 4.662 -0.194 0.117
*
```

Properties
Structure (SMILES): [H]/N=C/[C@@H](NC(C)C)/C(=[NH+]/C(C)C)OP
Molecular weight, g/mol: 218.3
Highest occupied orbital energy, eV: -13.06

No. 6
This record from the OMol25 dataset describes a molecular structure, C9H22Ag2F6NO12S2V at a distorted geometry. The level of theory is wB97M-V/def2-TZVPD.

The geometry in ORCA input format:
```
! wB97M-V def2-TZVPD RIJCOSX def2/J DEFGRID3
* xyz 2 5
V 7.391 -26.915 22.312
N 8.169 -26.109 26.593
H 8.295 -26.060 25.592
H 7.803 -25.215 26.887
H 9.092 -26.194 26.995
H 7.488 -26.788 26.902
Ag 9.071 -22.779 21.116
Ag 10.946 -25.898 24.967
C 6.902 -25.863 17.592
F 6.066 -26.838 17.480
F 8.101 -26.317 17.399
F 6.679 -24.935 16.628
S 6.660 -25.104 19.418
O 5.326 -24.474 19.481
O 6.799 -26.248 20.349
O 7.718 -24.077 19.499
C 7.105 -31.186 24.010
F 7.527 -31.393 22.806
F 5.762 -31.208 24.070
F 7.543 -32.136 24.724
S 7.788 -29.487 24.718
O 7.373 -28.412 23.830
O 7.201 -29.356 26.045
O 9.258 -29.663 24.723
C 9.091 -25.021 23.205
O 8.435 -24.880 22.159
O 8.725 -26.003 23.892
O 9.992 -24.267 23.541
C 10.091 -20.232 26.574
C 10.444 -21.197 25.461
O 9.397 -22.110 25.398
H 10.761 -19.377 26.669
H 9.993 -20.752 27.527
H 9.156 -19.727 26.330
H 11.388 -21.660 25.751
H 10.726 -20.630 24.574
H 9.690 -22.863 24.879
C 10.392 -26.614 19.653
C 10.400 -27.699 20.766
O 9.018 -27.908 21.117
H 9.559 -25.932 19.816
H 10.253 -27.057 18.667
H 11.340 -26.075 19.656
H 10.907 -27.364 21.671
H 10.896 -28.602 20.410
H 8.662 -28.431 20.395
C 12.546 -23.366 20.527
C 12.500 -22.260 21.616
O 11.222 -22.132 22.141
H 12.400 -24.409 20.805
H 13.488 -23.391 19.979
H 11.872 -23.235 19.680
H 12.816 -21.289 21.237
H 13.190 -22.522 22.419
H 11.019 -22.947 22.604
*
```

Properties
Molecular weight, g/mol: 781.1
<S²>: 6.0132
Highest occupied orbital energy (alpha / beta), eV: -14.88 / -15.06